A structure of composition C35H32DyN5O5. Source: the Open Molecules 2025 dataset; level of theory: ωB97M-V/def2-TZVPD.

Geometry as XYZ:
```
78
Properties=species:S:1:pos:R:3:mulliken_charge:R:1
Dy -1.294 -0.591 -0.694 0.743
O 3.189 -2.036 -6.733 -0.455
C 1.925 -1.734 -7.064 0.624
O 1.576 -1.712 -8.205 -0.502
C 0.928 -1.505 -5.948 0.855
C -0.402 -1.359 -6.348 -1.109
C -1.405 -1.148 -5.424 -0.829
C -1.080 -1.076 -4.070 2.218
C 0.247 -1.187 -3.666 -0.734
C 1.249 -1.410 -4.600 -1.549
N -2.035 -0.883 -3.029 0.073
C -3.297 -0.973 -3.222 0.306
C -4.250 -0.797 -2.110 0.251
C -5.612 -0.858 -2.353 -0.922
C -6.491 -0.706 -1.284 -0.329
C -5.976 -0.510 -0.017 -0.965
C -4.596 -0.471 0.145 0.033
N -3.743 -0.607 -0.869 -0.030
H 3.311 -2.117 -5.782 0.289
H -0.622 -1.412 -7.405 0.484
H -2.420 -1.026 -5.772 0.320
H 0.538 -1.096 -2.614 0.329
H 2.268 -1.487 -4.241 0.194
H -3.729 -1.225 -4.188 0.321
H -5.980 -1.020 -3.356 0.482
H -7.559 -0.746 -1.447 0.476
H -6.619 -0.394 0.843 0.428
H -4.167 -0.332 1.132 0.569
C -0.321 0.174 5.588 -1.001
O 0.191 0.805 4.419 -0.321
C 1.455 1.289 4.480 0.871
C 2.256 1.281 5.618 -0.687
C 3.532 1.821 5.567 -0.846
C 4.039 2.362 4.396 -0.796
C 3.256 2.353 3.254 -0.402
C 1.976 1.823 3.291 0.038
N 1.161 1.849 2.118 0.382
C 0.764 0.754 1.453 0.593
N 1.179 -0.434 1.902 0.104
C 0.729 -1.747 1.622 -0.911
C -0.207 -2.107 0.648 0.802
C -0.530 -3.466 0.527 -0.541
C 0.038 -4.435 1.342 -1.175
C 0.950 -4.052 2.313 -0.382
C 1.305 -2.719 2.452 0.601
O 2.145 -2.270 3.439 -0.388
C 3.443 -2.881 3.496 -0.925
N -0.030 0.848 0.379 0.279
C -0.429 2.106 -0.150 0.003
C -1.771 2.478 -0.093 -0.155
C -2.232 3.633 -0.713 -1.174
C -1.323 4.435 -1.381 -0.899
C 0.022 4.091 -1.451 -0.580
C 0.480 2.926 -0.853 0.561
O 1.757 2.487 -0.875 -0.218
C 2.722 3.277 -1.568 -1.099
H -1.315 -0.174 5.326 0.238
H -0.392 0.883 6.415 0.389
H 0.303 -0.675 5.873 0.399
H 1.886 0.873 6.546 0.461
H 4.134 1.819 6.465 0.428
H 5.033 2.783 4.372 0.425
H 3.628 2.756 2.321 0.493
H 0.964 2.740 1.691 0.328
H 1.785 -0.410 2.716 0.202
H -1.251 -3.793 -0.222 0.388
H -0.233 -5.475 1.237 0.406
H 1.382 -4.782 2.982 0.414
H 3.369 -3.946 3.710 0.361
H 3.970 -2.387 4.307 0.243
H 3.971 -2.726 2.554 0.348
H -2.459 1.874 0.502 0.661
H -3.273 3.911 -0.648 0.476
H -1.654 5.348 -1.855 0.442
H 0.705 4.738 -1.981 0.505
H 3.662 2.741 -1.470 0.260
H 2.812 4.265 -1.114 0.405
H 2.460 3.372 -2.624 0.426
```

Its charge is +2. As for the lowest unoccupied orbital energy (spin up / spin down): -0.2539 / -0.2537 Eh. The spin multiplicity is 6. The HOMO-LUMO gap (spin up / spin down) comes out at 6.10 / 6.10 eV. The energy above the lowest of the compared OMol25 structures with the same formula, charge and spin is 0.0 kcal per mole. For the HOMO energy (spin up / spin down), the calculation gives -13.008 / -13.008 eV.